The following is a DFT calculation (ωB97M-V/def2-TZVPD) of a structure of composition H16IO8 at a distorted geometry.

Geometry as XYZ:
```
25
Properties=species:S:1:pos:R:3
I -0.011 0.468 0.399
O 3.622 -0.622 1.026
O 2.487 3.063 1.388
O -0.120 -2.522 2.765
O -3.055 -1.566 0.621
O -1.396 3.718 -1.014
O 2.061 -0.905 -2.114
O -2.810 0.184 -1.746
O -0.483 -1.668 -1.560
H 2.740 -0.297 1.092
H 1.949 2.269 1.485
H 2.316 -1.708 -1.583
H -0.203 -1.747 2.341
H -1.085 -2.268 -1.100
H -3.784 -1.279 0.017
H -1.964 3.149 -1.563
H -0.218 -1.092 -0.779
H -2.656 -0.671 0.505
H 4.216 -0.023 0.532
H -2.887 0.116 -2.658
H 1.369 -0.543 -1.663
H -1.940 -0.110 -1.472
H 2.379 3.168 2.329
H -0.779 3.031 -0.735
H 0.251 -2.147 3.488
```

## Properties
- multiplicity = 1
- orbital gap (eV) = 8.681
- charge = -1
- HOMO energy (eV) = -5.741
- energy (hartree) = -909.27551
- relative energy (zero: lowest compared OMol25 entry of this formula, charge and spin) (kJ/mol) = 206.7